No. 1
Here is C31H52N5O2OsPS2 as an isolated structure from OMol25. Energies are from the ωB97M-V functional and the def2-TZVPD basis.

Properties
Multiplicity: 5
Total energy, Ha: -2863.6371
Net charge: +4
Maximum force, eV/Å: 0.593
Molar mass, g mol⁻¹: 812.13
ΔE to the lowest compared entry with this formula, charge and spin, eV: 2.323
E_LUMO (spin up / spin down), eV: -11.89 / -14.52
Highest occupied orbital energy (spin up / spin down), eV: -17.99 / -17.98

Structure (XYZ):
```
94
Properties=species:S:1:pos:R:3:forces:R:3
Os -0.00268 0.12160 0.63429 0.29 0.21 -0.35
C 5.23757 0.54904 -0.45973 -0.12 0.13 0.01
N 4.29828 1.69544 -0.40055 0.03 -0.27 -0.02
C 4.67466 2.99995 -0.45129 -0.09 0.19 0.01
C 3.53946 3.75350 -0.41218 0.23 0.01 0.01
N 2.47163 2.89176 -0.34391 -0.32 -0.01 -0.10
C 2.95311 1.62119 -0.31697 0.21 0.24 0.14
S 2.18140 0.11127 -0.12573 0.01 -0.20 0.12
C 1.10181 3.34113 -0.47889 0.25 -0.20 0.07
C 0.88610 4.56526 -1.07751 -0.01 0.15 -0.08
C -0.40611 5.06822 -1.12091 0.03 0.04 -0.03
C -1.42966 4.32220 -0.56252 -0.03 0.00 -0.01
C -1.12248 3.08710 -0.03169 0.10 0.04 0.00
N 0.12472 2.57116 0.00455 -0.27 -0.06 0.07
H 6.24724 0.94725 -0.44923 0.01 0.01 0.00
H 5.07403 -0.00214 -1.38266 -0.01 0.01 -0.03
H 5.09245 -0.09578 0.40278 -0.01 0.03 0.04
H 5.70809 3.30730 -0.50200 -0.03 -0.02 -0.01
H 3.43552 4.82491 -0.40596 0.00 -0.04 -0.01
H 1.69536 5.12522 -1.52307 -0.03 -0.01 -0.01
H -0.59968 6.02886 -1.58152 0.00 -0.01 0.00
H -2.45059 4.67955 -0.55331 0.01 -0.01 0.01
H -1.90604 2.47843 0.39448 0.01 0.01 0.01
C -3.53656 -0.83992 5.21474 -0.04 -0.04 0.08
C -4.63570 -0.14065 4.42489 0.00 -0.10 -0.12
N -5.44148 -1.07564 3.64366 -0.09 0.08 0.54
C -6.54140 -1.79242 4.34523 0.06 -0.13 0.05
C -6.30611 -3.28442 4.51828 0.08 0.03 -0.06
C -5.29248 -1.32902 2.35068 0.13 -0.19 -0.52
O -5.95136 -2.12452 1.70037 0.01 0.13 0.10
C -4.25130 -0.60921 1.47839 -0.23 0.07 0.03
C -4.72531 -0.29848 0.19721 -0.05 0.03 -0.03
C -3.86174 0.14272 -0.79676 -0.15 -0.04 0.00
C -2.53010 0.23512 -0.49287 -0.02 -0.08 0.30
N -2.05615 -0.02040 0.75620 -0.15 0.15 -0.20
C -2.91132 -0.43015 1.73284 0.24 0.00 -0.16
H -2.96402 -0.12437 5.80918 -0.06 -0.06 -0.01
H -2.85862 -1.40424 4.56424 -0.07 -0.02 0.05
H -3.96899 -1.55978 5.90982 0.02 0.00 -0.01
H -4.24130 0.63586 3.76414 0.02 -0.01 0.01
H -5.30396 0.36149 5.12163 -0.04 0.09 -0.04
H -7.46051 -1.61506 3.78939 0.00 0.00 -0.09
H -6.65207 -1.31628 5.31751 0.03 0.08 -0.01
H -6.24979 -3.79002 3.55735 -0.03 0.00 0.00
H -7.14378 -3.70342 5.07360 0.01 -0.03 0.01
H -5.39264 -3.49118 5.07887 -0.02 0.03 0.04
H -5.77828 -0.44624 -0.01002 0.00 -0.03 0.00
H -4.21352 0.36352 -1.79532 0.00 0.01 0.01
H -1.79883 0.50976 -1.25067 -0.03 0.01 -0.03
H -2.47122 -0.65169 2.69391 0.00 0.02 0.00
C 2.26500 -5.25143 1.64818 -0.03 0.01 -0.01
C 1.18746 -4.61115 0.77058 0.11 -0.05 0.06
C 1.81566 -3.51378 -0.07835 -0.11 -0.03 0.21
S 0.79315 -2.56716 -1.21155 -0.03 0.06 -0.23
O -0.13482 -1.65203 -0.27661 0.10 -0.57 -0.12
C -0.29766 -3.78264 -1.98490 -0.26 0.09 0.07
C -1.50549 -4.33117 -1.21578 -0.01 0.03 -0.03
C -2.70079 -3.38998 -1.13137 0.04 -0.03 -0.12
H 1.84306 -6.08044 2.21275 -0.01 0.01 0.02
H 2.68264 -4.53791 2.36183 0.01 0.00 -0.03
H 3.08093 -5.65165 1.04472 -0.01 0.02 0.01
H 0.39208 -4.19637 1.39406 -0.04 -0.03 -0.05
H 0.74732 -5.37459 0.12912 0.02 0.01 0.01
H 2.60245 -3.90882 -0.73124 -0.02 0.03 -0.03
H 2.27127 -2.73722 0.54655 0.10 -0.06 -0.04
H 0.42650 -4.56547 -2.23659 0.02 -0.01 -0.04
H -0.60174 -3.30277 -2.91684 0.01 -0.02 -0.02
H -1.22057 -4.67778 -0.22611 0.00 0.00 0.00
H -1.80077 -5.22100 -1.77497 0.03 -0.05 -0.01
H -2.48380 -2.53051 -0.50174 0.00 0.12 0.09
H -3.55416 -3.91309 -0.70006 0.02 0.01 -0.02
H -2.99595 -3.03390 -2.12139 0.00 -0.02 0.03
C 0.74579 -1.91149 3.45670 0.05 0.10 0.04
C 0.13774 -0.60830 3.99085 0.01 -0.20 -0.16
P 0.41212 0.81984 2.91047 0.17 0.14 0.40
C -0.67770 2.18876 3.41282 -0.11 -0.02 0.03
C -1.01972 2.19330 4.90994 -0.02 0.10 -0.02
C 2.14047 1.33198 3.13796 0.05 0.09 0.04
C 2.44884 1.93837 4.51278 0.03 -0.01 -0.03
H 0.44414 -2.74602 4.08807 0.02 0.01 0.02
H 1.83676 -1.88151 3.45822 -0.02 0.01 -0.02
H 0.40326 -2.13515 2.43968 -0.03 0.00 0.03
H 0.57302 -0.33397 4.95457 -0.05 -0.04 0.07
H -0.93623 -0.71666 4.15120 0.04 0.05 0.04
H -1.59318 2.12570 2.81957 -0.02 0.01 0.02
H -0.16956 3.10969 3.11441 0.01 0.01 -0.01
H -1.61626 1.32716 5.19133 0.05 0.03 -0.05
H -1.60971 3.08431 5.12286 0.00 -0.01 0.02
H -0.13606 2.22782 5.54293 0.01 -0.01 -0.01
H 2.36788 2.05473 2.34888 -0.01 0.00 0.01
H 2.74780 0.44122 2.95292 0.02 0.00 -0.01
H 1.92511 2.88062 4.66940 0.00 -0.02 -0.01
H 3.51669 2.14615 4.57176 -0.01 0.00 0.01
H 2.21058 1.26085 5.33233 0.00 0.00 -0.02
```
Positions in Å, forces in eV/Å.

---

No. 2
Here is one molecule with the formula C31H52O2 from OMol25. Energies are from the ωB97M-V functional and the def2-TZVPD basis.

Properties
Total energy, Ha: -1362.9643
SMILES: CC[C@@H](CC[C@H](C)[C@H]1CC[C@H]2[C@@H]3CC=C4C[C@@H](OC(C)=O)CC[C@]4(C)[C@H]3CC[C@]12C)C(C)C
Maximum force, eV/Å: 0.603
Molar mass, g mol⁻¹: 456.75
ΔE to the lowest compared entry with this formula, charge and spin, eV: 0.000
E_LUMO, eV: 0.74
Highest occupied orbital energy, eV: -8.89

Structure (XYZ):
```
85
Properties=species:S:1:pos:R:3:forces:R:3
C 4.60194 2.26813 -2.57641 -0.08 0.11 0.14
C 4.04840 2.77557 -1.24683 0.06 -0.08 0.08
C 4.29159 1.89117 -0.00683 0.06 -0.08 -0.08
C 4.09945 0.40500 -0.34165 -0.12 0.19 0.42
C 3.85863 -0.46433 0.89191 -0.03 -0.14 -0.14
C 3.43940 -1.91276 0.59308 0.09 0.17 -0.15
C 4.56062 -2.62438 -0.17138 -0.19 0.00 0.22
C 2.11428 -2.06816 -0.17127 0.06 -0.04 0.31
C 1.74973 -3.56469 -0.34820 -0.01 -0.02 -0.10
C 0.21405 -3.66280 -0.34136 -0.02 0.10 -0.18
C -0.23643 -2.20678 -0.40363 -0.13 -0.18 0.48
C -1.67931 -1.89266 -0.02394 0.13 0.04 -0.59
C -2.63639 -2.65226 -0.94115 0.07 0.11 0.26
C -4.02755 -2.11901 -0.86343 0.09 -0.18 -0.15
C -4.36529 -0.94959 -0.33986 -0.14 0.00 -0.01
C -5.81128 -0.53848 -0.27816 -0.20 0.06 -0.11
C -6.00908 0.85146 -0.88088 0.41 -0.09 0.35
O -7.39118 1.25016 -0.88286 0.00 0.01 -0.37
C -8.05688 1.40347 0.26033 -0.47 0.10 0.20
C -9.47106 1.85471 -0.01267 0.14 -0.11 0.02
O -7.60593 1.22406 1.36230 0.07 -0.01 0.08
C -5.10877 1.85697 -0.17416 -0.09 0.01 -0.17
C -3.65441 1.42671 -0.32500 -0.13 -0.03 0.08
C -3.35937 0.02281 0.24512 0.24 0.05 -0.16
C -3.52367 0.03919 1.77255 0.00 0.03 -0.19
C -1.91965 -0.38238 -0.17758 -0.08 -0.06 0.43
C -0.84007 0.43040 0.54980 0.04 0.02 -0.31
C 0.58687 0.02997 0.16552 -0.08 -0.06 0.20
C 0.82170 -1.45846 0.42879 0.10 0.18 -0.38
C 0.73348 -1.77020 1.92436 -0.07 0.02 -0.26
C 5.61984 2.16927 0.73125 -0.11 0.14 0.03
C 6.86673 2.10876 -0.14678 -0.17 -0.13 0.20
C 5.57498 3.51278 1.46105 0.00 -0.28 -0.03
H 4.40118 3.00546 -3.35206 0.02 0.00 -0.11
H 4.12494 1.33750 -2.87150 -0.01 -0.12 -0.07
H 5.67321 2.10497 -2.53636 0.14 -0.05 -0.06
H 2.96731 2.89042 -1.36527 -0.01 0.08 0.03
H 4.45283 3.77050 -1.05566 -0.08 0.11 0.00
H 3.50298 2.15749 0.70975 0.01 -0.05 0.00
H 3.23125 0.32327 -0.99486 -0.02 -0.06 -0.18
H 4.96791 0.03537 -0.88480 0.02 -0.06 -0.19
H 3.10165 0.00786 1.51850 -0.01 0.08 0.09
H 4.77483 -0.51341 1.48551 -0.01 0.02 0.09
H 3.33296 -2.41195 1.56266 -0.06 -0.04 -0.01
H 4.40481 -3.69938 -0.18796 0.02 -0.12 -0.05
H 4.60905 -2.27420 -1.19946 0.05 0.04 -0.17
H 5.52021 -2.43113 0.30364 0.15 0.00 0.01
H 2.24820 -1.63228 -1.16651 -0.03 0.05 -0.06
H 2.15987 -3.94921 -1.28113 0.08 -0.08 0.03
H 2.17322 -4.15607 0.46391 0.10 -0.06 0.02
H -0.15701 -4.24340 -1.18496 -0.07 -0.07 0.03
H -0.14839 -4.13405 0.57265 -0.06 -0.06 0.05
H -0.10545 -1.87135 -1.44088 0.03 0.08 -0.05
H -1.87443 -2.19932 1.00595 0.01 -0.02 0.09
H -2.64087 -3.71377 -0.68239 0.04 -0.04 -0.06
H -2.28817 -2.57837 -1.97804 0.09 -0.07 -0.03
H -4.79433 -2.76160 -1.27781 -0.21 0.02 -0.03
H -6.42801 -1.26119 -0.81671 0.02 -0.02 0.02
H -6.15123 -0.51647 0.75923 -0.02 0.01 -0.07
H -5.76299 0.82434 -1.94967 0.00 0.00 0.17
H -9.76713 1.58012 -1.01984 -0.08 0.03 -0.04
H -9.51272 2.93767 0.08784 -0.01 0.07 -0.01
H -10.14070 1.41667 0.72170 0.01 0.00 0.04
H -5.38482 1.91606 0.87791 -0.02 0.04 -0.04
H -5.24878 2.84601 -0.61785 -0.02 0.01 0.03
H -3.02226 2.16141 0.17470 0.08 0.02 -0.05
H -3.39924 1.43245 -1.38833 0.10 0.01 -0.05
H -3.17737 -0.89642 2.20406 0.05 -0.10 0.10
H -2.96629 0.86083 2.21459 0.06 0.09 0.10
H -4.56644 0.16246 2.04722 -0.11 0.02 0.09
H -1.83113 -0.16435 -1.24969 -0.01 -0.01 -0.07
H -0.95041 0.31441 1.62584 -0.06 0.07 0.10
H -0.96831 1.48905 0.31691 -0.03 0.05 0.12
H 1.27989 0.65244 0.73073 0.12 0.08 -0.02
H 0.74494 0.23650 -0.89616 0.08 0.01 -0.10
H 1.01045 -2.80068 2.12283 0.04 -0.17 0.11
H 1.40664 -1.12430 2.48296 0.09 0.05 0.11
H -0.27001 -1.61494 2.30674 -0.10 0.00 0.12
H 5.71809 1.39358 1.49812 0.00 0.02 -0.01
H 6.91478 1.17427 -0.69961 0.08 -0.09 -0.14
H 7.75674 2.17448 0.47686 0.10 0.02 0.01
H 6.88913 2.93910 -0.84759 0.03 0.09 -0.14
H 6.47805 3.64816 2.05253 0.09 0.08 0.07
H 4.71864 3.56054 2.13040 -0.09 0.05 0.09
H 5.50737 4.34082 0.75939 0.00 0.13 -0.07
```
Positions in Å, forces in eV/Å.

---

> Which value of maximum force does entry 2 give?

0.603 eV/Å

---

> Which value of maximum force does entry 2 give?

0.603 eV/Å